Density functional theory data (ωB97M-V/def2-TZVPD) for C10H20BaN2OP as an isolated structure in a non-equilibrium geometry.

Geometry as XYZ:
```
35
Properties=species:S:1:pos:R:3:lowdin_charge:R:1
C 0.46083 0.01551 -4.23619 -0.413
C -0.82247 -0.69999 -4.18139 -0.316
C -0.62757 -1.86149 -3.43249 -0.313
C 0.78003 -1.88779 -3.00919 -0.390
C 1.46863 -0.79539 -3.62499 -0.372
Ba 0.00103 0.00161 -2.00689 1.007
P -0.52297 2.17261 -1.60579 0.330
H 0.64073 0.93461 -4.79829 0.094
H -1.75907 -0.35409 -4.62119 0.093
H -1.38147 -2.60519 -3.16999 0.094
H 2.53633 -0.58159 -3.57119 0.094
H 1.25083 -2.70209 -2.45359 0.095
H -1.49027 2.42821 -0.60439 -0.122
H -1.04697 2.93971 -2.67629 -0.127
H 0.52773 3.01951 -1.17459 -0.144
C 2.50283 -0.12669 1.23381 -0.087
N 1.28013 -0.08549 2.05611 -0.133
C 1.44053 -0.04869 3.46801 -0.133
C 0.03323 -0.03289 1.47501 -0.525
O 0.02493 -0.02199 0.29431 -0.310
N -1.20147 0.06651 2.10341 -0.107
C -1.46707 0.07431 3.53121 -0.130
C -2.44717 0.14881 1.31881 -0.094
H 3.41893 -0.15969 1.86261 0.079
H 2.59913 0.77451 0.58371 0.070
H 2.52233 -1.03389 0.59401 0.080
H 0.96673 0.89021 3.84671 0.094
H 1.04393 -1.00839 3.83291 0.084
H 2.48683 -0.04129 3.78471 0.078
H -1.73867 1.10061 3.84791 0.092
H -2.26997 -0.64649 3.71241 0.080
H -0.77667 -0.35869 4.24161 0.051
H -2.32197 0.24381 0.21851 0.042
H -3.05237 -0.77079 1.49651 0.080
H -3.05937 1.01221 1.66431 0.078
```

- Total charge: -1
- Total energy: -944.14834 Eh
- Kohn-Sham gap (spin up / spin down): 2.319 / 2.319 eV
- LUMO energy (spin up / spin down): 2.4 / 2.4 eV